No. 1
Below is one molecule with the formula C3H10NO, with properties calculated with ωB97M-V/def2-TZVPD.

Multiplicity: 2
Energy above the lowest of the compared OMol25 structures with the same formula, charge and spin: 1.7831 eV
Lowest unoccupied orbital energy (alpha / beta): 0.83 / 0.66 eV
HOMO-LUMO gap (alpha / beta): 4.4 / 11.7 eV
Molecular weight: 76.12 g/mol

Last column: Löwdin charge in e.
CARTESIAN COORDINATES (ANGSTROEM)
O -1.937513 -1.426118 1.428125  -0.07
C -0.794480 -0.596015 1.417899  -0.30
C -0.543514 -0.088687 0.005440  -0.23
N 0.839213 0.401802 -0.195623  -0.14
C 1.097979 0.949958 -1.559539  -0.13
H -1.743014 -2.300292 1.072585  0.09
H -1.046992 0.239236 2.073004  0.11
H 0.101814 -1.079340 1.823848  0.10
H -1.219165 0.734996 -0.226017  0.12
H -0.754075 -0.886669 -0.702754  0.11
H 1.538725 -0.375503 -0.006435  0.06
H 1.021977 1.183485 0.514335  0.07
H 2.024819 0.524758 -1.933148  0.06
H 1.124812 2.036218 -1.479966  0.06
H 0.289419 0.682178 -2.231748  0.08

Cartesian forces (eV/Å) of the 6 atoms listed first:
-0.2268 -0.1671 0.0588
0.0663 0.0956 0.2060
-0.4473 0.0508 -0.0554
0.2017 0.1148 0.1222
-0.2792 0.1065 -0.2166
0.1664 0.1473 0.0122



No. 2
Below is C9H16BeCl4F2MgN4O6PS as an isolated structure in a non-equilibrium geometry, with properties calculated with ωB97M-V/def2-TZVPD.

Net charge: -1
Lowest unoccupied orbital energy: -2.93 eV
HOMO-LUMO gap: 2.4 eV
Molecular weight: 552.42 g/mol

Last column: Löwdin charge in e.
CARTESIAN COORDINATES (ANGSTROEM)
C -1.025704 -1.204327 3.073530  -0.34
C -1.301015 -1.030205 1.581099  -0.72
Cl -2.570689 0.216264 1.345919  0.63
C 0.014970 -0.681470 0.841530  -0.58
Cl 0.723144 -2.251775 0.286272  0.55
C -0.103103 0.364958 -0.229436  -0.30
C 0.358996 1.591453 0.102716  0.04
C 0.256656 2.667655 -0.811518  -0.36
N 0.642051 3.911072 -0.546416  -0.16
S 0.295286 4.736161 -1.899467  1.08
N -0.311389 3.581882 -2.806184  -0.20
C -0.307121 2.456766 -2.077541  -0.40
C -0.781330 1.197052 -2.426193  -0.04
C -0.696075 0.163090 -1.531741  -0.36
P -1.387770 -1.340523 -2.076291  0.94
N -1.763607 -1.256185 -3.738167  -0.37
H 0.020922 -1.367233 3.273488  -0.03
H -1.623973 -2.024267 3.438928  0.03
H -1.303125 -0.301557 3.622849  -0.16
H -1.708325 -1.950339 1.172987  0.07
H 0.700302 -0.270666 1.569896  0.10
H 0.775415 1.761690 1.083501  0.12
H -1.212591 1.052075 -3.399635  0.09
H -2.616587 -1.621671 -1.466078  0.05
H -0.541715 -2.438212 -1.940717  -0.01
H -1.291930 -2.039651 -4.221267  -0.12
O -1.515874 -4.420761 3.651312  -0.10
H -0.796739 -5.033604 3.461444  -0.01
H -2.294739 -4.980149 3.769361  0.04
Mg 1.743109 -4.269944 1.495907  0.77
F -2.636984 2.966902 -2.133080  -0.61
F 0.473094 7.041244 -1.423330  -0.67
Be -1.273121 1.535824 3.970749  0.46
O -3.792391 -3.487937 5.182065  -0.26
H -3.057654 -2.936044 4.874063  -0.10
Cl 0.087670 -1.628376 5.616885  -0.28
O 2.965636 6.698419 -2.101869  0.24
H 1.968604 6.561685 -1.948976  0.04
H 3.126614 7.583915 -2.465152  0.17
H 3.322241 6.000071 -2.675624  0.16
Cl 0.016549 -1.121775 -4.631293  0.55
N 4.616465 -3.613140 -1.720973  -0.65
O 3.723940 -2.979605 -1.080136  -0.18
O 5.802958 -3.296838 -1.588090  -0.05
O 4.278927 -4.541923 -2.475328  -0.08

Cartesian forces (eV/Å) of the 6 atoms listed first:
-0.5942 -0.2931 -1.2304
0.1118 -0.0065 0.3408
-0.0062 -0.0927 -0.2506
-1.1760 1.3018 0.3033
0.4896 -0.0141 -0.4441
0.4013 -0.7159 -0.2616



No. 3
Below is one molecule with the formula C19H16N8O2S in a non-equilibrium geometry, with properties calculated with ωB97M-V/def2-TZVPD.

Energy above the lowest of the compared OMol25 structures with the same formula, charge and spin: 0.0300 eV
Lowest unoccupied orbital energy: 0.10 eV
HOMO-LUMO gap: 9.0 eV
SMILES string: Cn1cc(C(=O)Oc2ccc(Cc3nnc4sc(-c5cnn(C)c5)nn34)cc2)cn1
Molecular weight: 420.46 g/mol

Last column: Löwdin charge in e.
CARTESIAN COORDINATES (ANGSTROEM)
O 2.132061 3.473187 0.543795  0.08
N 2.175915 2.869798 5.018171  0.07
N -1.433507 -3.618033 1.346784  0.08
N -1.305803 -1.868236 -2.434245  0.15
N -1.163131 -2.262221 -5.863710  0.02
N -1.287886 -0.892901 -5.837280  0.06
O 0.514693 1.966871 1.181737  0.08
S -1.075878 -4.159921 -3.776391  1.08
C 1.512477 2.851237 1.422091  -0.40
C 1.666779 2.287853 3.948341  -0.08
C -1.461224 -2.891866 0.262333  -0.09
C -1.187543 -3.197495 -2.274834  -0.47
C -1.190622 -2.646514 -4.637289  -0.66
C -1.371996 -0.499399 -4.557807  -0.24
C 1.898916 3.121944 2.787003  -0.15
C -1.312142 -3.703016 -0.925120  -0.24
C 2.636187 4.174755 3.230550  0.00
C -1.264107 -4.972295 -0.459888  -0.02
C -1.279846 1.820719 -0.382536  0.01
C 0.942251 1.292086 -1.158053  0.01
C -1.747216 1.615083 -1.685448  -0.03
C 0.462599 1.015050 -2.408909  -0.04
C 0.079089 1.703875 -0.110741  -0.22
C -0.871036 1.243208 -2.689077  -0.24
N -1.305352 -1.628671 -3.776392  -0.07
N 2.808565 3.999124 4.583656  -0.19
N -1.316518 -4.915363 0.932503  -0.18
C -1.450812 0.962050 -4.093279  -0.05
C 3.462440 4.976159 5.456280  -0.01
C -1.369774 -6.033387 1.905337  -0.01
H 1.053150 1.353242 3.895955  0.13
H -1.554413 -1.807199 0.236993  0.11
H 2.992231 5.007103 2.609500  0.15
H -1.155896 -5.869986 -1.048266  0.13
H -1.950051 2.079408 0.421812  0.12
H 2.015837 1.230728 -1.041906  0.12
H -2.806675 1.728209 -1.939519  0.12
H 1.099626 0.668276 -3.208995  0.12
H -0.796826 1.523218 -4.768642  0.12
H -2.496013 1.228487 -4.192130  0.11
H 2.667485 5.625077 5.817566  0.09
H 3.996946 4.546356 6.283583  0.08
H 4.199798 5.513261 4.856853  0.09
H -0.378702 -6.499304 2.004567  0.08
H -1.644505 -5.646398 2.904225  0.09
H -2.139572 -6.764155 1.620821  0.09

Cartesian forces (eV/Å) of the 6 atoms listed first:
-1.7221 -1.4860 0.8935
0.5454 -0.0866 0.1992
-0.2388 -0.7754 0.0094
0.2024 -2.7456 -0.0120
-0.1465 0.1064 -0.8293
-0.0042 0.4706 1.6025



No. 4
Below is a 8-piece molecular cluster, FH14O7 overall in a non-equilibrium geometry, with properties calculated with ωB97M-V/def2-TZVPD.

Energy above the lowest of the compared OMol25 structures with the same formula, charge and spin: 0.5795 eV
Net charge: -1
Lowest unoccupied orbital energy: 3.34 eV
HOMO-LUMO gap: 10.2 eV
Molecular weight: 145.10 g/mol

Last column: Löwdin charge in e.
CARTESIAN COORDINATES (ANGSTROEM)
F 22.626940 -3.333012 8.184365  -0.44
O 24.731098 -4.685050 8.665614  -0.09
H 23.907581 -4.177487 8.533881  -0.04
H 25.559450 -4.162851 8.624626  0.04
O 21.906020 -0.203866 9.105852  -0.07
H 21.276590 -0.900917 8.929498  -0.03
H 22.713647 -0.518937 8.707121  -0.03
O 23.097489 -3.501347 5.746776  -0.07
H 22.984945 -3.409444 6.687641  -0.06
H 22.779642 -4.349966 5.426800  0.03
O 21.219169 -5.457241 8.251561  -0.09
H 21.754300 -4.585977 8.144305  0.01
H 20.809338 -5.319971 9.063830  -0.03
O 24.316960 -1.195708 7.913771  -0.04
H 25.166924 -1.616352 7.808427  0.04
H 23.805032 -2.003825 7.867534  -0.01
O 23.044699 -2.877183 10.699252  -0.11
H 23.995195 -2.676462 10.779565  0.03
H 22.859383 -2.992250 9.717452  -0.02
O 20.227847 -2.334115 8.518238  -0.04
H 20.197683 -2.735102 9.361073  0.02
H 21.107063 -2.632202 8.249817  0.00

Cartesian forces (eV/Å) of the 6 atoms listed first:
-0.0471 0.6528 0.1514
1.4189 -0.5512 0.1977
0.6600 0.2385 -0.0680
-1.3718 -0.1663 -0.0729
0.0335 0.8479 0.2422
-0.6425 -0.2227 -0.0197